1.
# ClFS2

One molecule with the formula ClFS2 in a non-equilibrium geometry (the ωB97M-V functional and the def2-TZVPD basis, OMol25).

CARTESIAN COORDINATES (ANGSTROEM)
F: 1.716 -0.645 -0.267
S: 0.610 0.477 0.647
S: -1.015 0.936 -0.403
Cl: -2.474 -0.385 0.228

Computed properties:
* frontier orbital gap: 0.347 Ha
* HOMO energy: -10.557 eV
* LUMO energy: -1.120 eV
* maximum force: 0.059 Eh/bohr
* molecular weight: 118.59 g mol⁻¹
* ΔE to the lowest compared entry with this formula, charge and spin: 1.8 kcal per mole
* structure (SMILES): FSSCl
* electronic energy: -36909.6323 eV

Löwdin atomic charge list, values in e, 2 entries: -0.552 0.470

2.
# ClH10O5

A 6-piece molecular cluster, ClH10O5 overall in a non-equilibrium geometry (the ωB97M-V functional and the def2-TZVPD basis, OMol25).

CARTESIAN COORDINATES (ANGSTROEM)
Cl: 17.312 8.078 30.671
O: 17.725 6.529 27.809
H: 17.771 7.099 28.566
H: 17.841 7.105 27.038
O: 16.561 11.103 29.766
H: 16.916 10.322 30.174
H: 17.441 11.556 29.757
O: 19.386 9.463 28.713
H: 18.870 9.157 29.503
H: 19.089 10.278 28.294
O: 14.851 6.388 30.575
H: 15.643 6.856 30.779
H: 14.267 7.117 30.579
O: 18.180 4.973 31.023
H: 18.004 5.894 30.993
H: 17.355 4.579 31.211

Computed properties:
* frontier orbital gap: 0.350 Ha
* HOMO energy: -6.025 eV
* net charge: -1
* LUMO energy: 3.500 eV
* maximum force: 0.045 Eh/bohr
* molecular weight: 125.53 g mol⁻¹
* ΔE to the lowest compared entry with this formula, charge and spin: 13.1 kcal per mole
* electronic energy: -22925.4803 eV

Löwdin atomic charge list, values in e, 2 entries: 0.035 -0.093

3.
# ClH10O5

A 6-piece molecular cluster, ClH10O5 overall (the ωB97M-V functional and the def2-TZVPD basis, OMol25).

CARTESIAN COORDINATES (ANGSTROEM)
Cl: -0.376 -0.916 -0.705
O: -0.695 -2.901 1.837
H: -1.568 -3.293 1.866
H: -0.628 -2.532 0.956
O: 2.528 0.180 -1.384
H: 2.341 1.115 -1.301
H: 1.682 -0.247 -1.249
O: -0.898 1.518 1.797
H: -0.846 2.398 1.424
H: -0.870 0.934 1.039
O: -1.741 1.264 -2.605
H: -2.689 1.211 -2.723
H: -1.522 0.500 -2.072
O: 1.849 0.367 1.404
H: 2.253 0.659 0.587
H: 1.178 -0.257 1.130

Computed properties:
* frontier orbital gap (spin up / spin down): 0.419 / 0.184 Ha
* HOMO energy (spin up / spin down): -11.296 / -11.165 eV
* spin multiplicity: 2
* LUMO energy (spin up / spin down): 0.097 / -6.145 eV
* maximum force: 0.010 Eh/bohr
* molecular weight: 125.53 g mol⁻¹
* ΔE to the lowest compared entry with this formula, charge and spin: 7.0 kcal per mole
* electronic energy: -22919.6730 eV

Löwdin atomic charge list, values in e, 2 entries: 0.531 -0.067

4.
# ClH12LiO6

ClH12LiO6 as an isolated structure in a non-equilibrium geometry (the ωB97M-V functional and the def2-TZVPD basis, OMol25).

CARTESIAN COORDINATES (ANGSTROEM)
Li: 13.928 4.620 7.374
Cl: 14.588 4.408 4.976
O: 13.962 5.726 10.994
H: 13.958 5.218 10.175
H: 14.597 5.284 11.566
O: 14.804 6.361 8.006
H: 14.388 7.215 8.166
H: 15.406 6.237 8.752
O: 13.474 1.210 5.353
H: 12.810 0.893 5.972
H: 13.773 2.061 5.719
O: 13.232 2.974 8.307
H: 12.287 2.953 8.503
H: 13.654 2.500 9.032
O: 12.173 5.626 6.953
H: 11.663 6.210 7.525
H: 11.764 5.677 6.081
O: 16.027 3.738 7.888
H: 16.587 4.315 7.349
H: 16.628 3.278 8.484

Computed properties:
* frontier orbital gap: 0.264 Ha
* HOMO energy: -7.829 eV
* LUMO energy: -0.655 eV
* maximum force: 0.022 Eh/bohr
* molecular weight: 150.48 g mol⁻¹
* ΔE to the lowest compared entry with this formula, charge and spin: 0.0 kcal per mole
* electronic energy: -25210.0934 eV

Löwdin atomic charge list, values in e, 2 entries: 0.562 -0.408

5.
# ClH12O6

A 7-piece molecular cluster, ClH12O6 overall (the ωB97M-V functional and the def2-TZVPD basis, OMol25).

CARTESIAN COORDINATES (ANGSTROEM)
Cl: -2.025 -11.221 0.861
O: -0.617 -8.214 1.730
H: -0.632 -9.167 1.645
H: 0.172 -7.943 1.261
O: -3.754 -13.910 1.340
H: -4.703 -13.858 1.223
H: -3.458 -13.000 1.311
O: -0.827 -8.561 -1.358
H: -0.712 -7.668 -1.032
H: -1.222 -9.035 -0.626
O: -3.390 -11.081 -2.368
H: -2.877 -11.165 -1.564
H: -4.266 -10.838 -2.070
O: -4.302 -9.271 0.460
H: -3.566 -9.883 0.419
H: -3.895 -8.405 0.430
O: 0.443 -13.401 0.036
H: 0.231 -14.073 0.684
H: -0.183 -12.697 0.207

Computed properties:
* frontier orbital gap (spin up / spin down): 0.428 / 0.195 Ha
* HOMO energy (spin up / spin down): -11.599 / -11.585 eV
* spin multiplicity: 2
* LUMO energy (spin up / spin down): 0.035 / -6.280 eV
* maximum force: 0.008 Eh/bohr
* molecular weight: 143.54 g mol⁻¹
* ΔE to the lowest compared entry with this formula, charge and spin: 0.6 kcal per mole
* electronic energy: -24999.7366 eV

Löwdin atomic charge list, values in e, 2 entries: 0.535 -0.057

6.
# ClH24O16

A 13-piece molecular cluster, ClH24O16 overall in a non-equilibrium geometry (the ωB97M-V functional and the def2-TZVPD basis, OMol25).

CARTESIAN COORDINATES (ANGSTROEM)
Cl: -0.899 0.082 -1.306
O: -0.348 -0.699 -2.472
O: -2.176 -0.477 -0.812
O: 0.078 0.092 -0.202
O: -1.099 1.534 -1.680
O: 2.734 -1.612 -2.121
H: 1.895 -1.434 -2.528
H: 2.676 -1.021 -1.337
O: -0.508 3.954 -0.673
H: -0.833 3.222 -1.173
H: -0.955 3.903 0.193
O: -1.558 1.039 2.001
H: -1.962 0.337 2.561
H: -1.174 0.526 1.293
O: 1.301 -2.313 0.585
H: 1.037 -1.413 0.345
H: 0.907 -2.800 -0.153
O: -0.637 -1.871 2.372
H: -0.145 -1.145 2.774
H: -0.014 -2.100 1.672
O: -0.099 -3.359 -1.541
H: -0.297 -2.603 -2.122
H: -0.881 -3.497 -0.993
O: 1.287 0.195 2.486
H: 1.396 0.630 1.675
H: 1.946 -0.492 2.501
O: -3.787 1.528 0.186
H: -3.164 1.315 0.878
H: -3.442 0.951 -0.450
O: 1.201 2.406 0.674
H: 1.240 1.556 0.127
H: 0.673 2.953 0.099
O: 1.441 2.332 -2.072
H: 2.273 1.938 -2.401
H: 0.753 1.728 -2.352
O: -3.201 -2.222 1.435
H: -2.321 -1.996 1.744
H: -3.083 -2.581 0.553
O: 2.949 0.280 -0.071
H: 3.506 0.893 -0.548
H: 3.293 0.242 0.854

Computed properties:
* frontier orbital gap: 0.361 Ha
* HOMO energy: -7.351 eV
* net charge: -1
* LUMO energy: 2.459 eV
* maximum force: 0.070 Eh/bohr
* molecular weight: 315.63 g mol⁻¹
* ΔE to the lowest compared entry with this formula, charge and spin: 19.6 kcal per mole
* electronic energy: -45668.0549 eV

Löwdin atomic charge list, values in e, 2 entries: 0.861 -0.342